[1]
C21H47BFNO15P2S | ωB97M-V/def2-TZVPD

```
! RIJCOSX wB97M-V def2-TZVPD def2/J DEFGRID3
* xyz 0 1
C 4.56886 -7.36588 1.19945
C 4.47819 -6.15570 1.77902
C 3.98428 -4.91709 1.00048
O 4.68099 -4.51050 0.13824
O 2.80118 -4.35385 1.38926
C 2.09982 -3.74440 0.30328
C 0.90385 -2.84633 0.82449
C 0.00102 -3.63401 1.84266
C -1.29268 -4.14698 1.12638
C -1.97991 -5.35801 1.84078
C -3.51415 -5.11077 2.16434
N -4.29206 -6.15992 1.47030
O -5.48591 -5.69970 0.92086
B -5.29328 -5.27165 -0.42392
O -5.06397 -6.10347 -1.48254
O -5.30911 -3.89959 -0.65464
S -4.48661 -7.55458 2.40460
O -3.39667 -8.44754 2.18369
O -4.67596 -7.30638 3.79884
F -5.79782 -8.30152 1.86927
H 5.48702 -7.97250 1.19286
H 3.67697 -7.77096 0.69004
H 4.75887 -5.96382 2.83063
H 1.70689 -4.49024 -0.42219
H 2.74170 -3.05614 -0.31040
H 1.32388 -1.96347 1.33645
H 0.26672 -2.53629 -0.02661
H -0.33042 -2.90238 2.61101
H 0.54686 -4.43833 2.36492
H -0.97468 -4.46493 0.11101
H -2.01430 -3.31077 1.06376
H -1.92678 -6.22321 1.15077
H -1.48939 -5.67805 2.77588
H -3.81059 -4.09364 1.85181
H -3.59622 -5.13353 3.26578
H -4.71553 -6.96605 -1.20834
H -4.45311 -3.61403 -1.00525
C 2.02651 5.00280 1.42058
C 2.34501 4.21200 0.16515
O 3.35239 3.22756 0.38812
P 3.00555 1.95336 1.36834
O 2.06924 1.18927 0.46577
O 4.32596 0.98749 1.13842
C 4.15145 -0.39688 0.82265
C 4.32287 -0.62110 -0.66452
O 3.74909 2.64646 2.68534
C 5.16050 2.87031 2.78256
C 5.72245 3.94104 1.87056
H 1.60324 4.35788 2.19665
H 1.30427 5.79110 1.20121
H 2.92303 5.46170 1.83671
H 1.44240 3.73345 -0.22665
H 2.72429 4.88751 -0.60259
H 3.18574 -0.75950 1.17365
H 4.91007 -0.95956 1.37208
H 3.79864 0.12426 -1.26215
H 3.96509 -1.60792 -0.95634
H 5.37844 -0.54453 -0.93427
H 5.71468 1.93978 2.67473
H 5.32255 3.19137 3.81484
H 5.76871 3.60343 0.83588
H 6.74283 4.18710 2.17327
H 5.12432 4.85116 1.90505
C -0.66433 5.89547 -4.91027
C -1.49856 6.70283 -3.93159
O -2.41794 5.89203 -3.20453
P -1.82511 4.79090 -2.12885
O -1.40421 5.76553 -1.05406
O -3.21108 4.29406 -1.37649
C -3.28420 4.27598 0.05255
C -4.01964 5.50101 0.56035
O -1.99470 3.55740 -3.23812
C -3.25578 3.07521 -3.71767
C -4.02634 4.01862 -4.61816
H -0.02695 5.17666 -4.38672
H -0.02277 6.55391 -5.49855
H -1.29524 5.32819 -5.59385
H -0.85467 7.24534 -3.23317
H -2.09122 7.43848 -4.47685
H -2.28981 4.19537 0.49169
H -3.82774 3.37271 0.34040
H -3.69027 6.41196 0.06207
H -3.88112 5.62241 1.63599
H -5.08979 5.40843 0.36130
H -3.88070 2.72672 -2.89741
H -3.01047 2.18332 -4.30035
H -4.46800 4.83992 -4.05549
H -4.84725 3.48235 -5.10003
H -3.38935 4.44179 -5.39420
*
```

Calculated values
E, eV: -87546.0418
E_LUMO, eV: -1.1873
HOMO energy, eV: -9.2
SMILES: C=CC(=O)OCCCCCCN(OB(O)O)S(=O)(=O)F.CCOP(=O)(OCC)OCC.CCOP(=O)(OCC)OCC

[2]
C21H47FN2O9P3S2 | ωB97M-V/def2-TZVPD

```
! RIJCOSX wB97M-V def2-TZVPD def2/J DEFGRID3
* xyz 1 1
C -1.99386 -1.96120 7.87394
C -1.31029 -1.11133 6.71094
P -0.89598 -2.27844 5.29583
C 0.67971 -1.63749 4.48902
S -2.48305 -2.22784 3.79730
F -2.17933 -3.47283 2.76045
C -4.11071 -2.48480 4.59232
C -4.28269 -3.81314 5.41464
C -4.03662 -5.14715 4.59028
C -2.57890 -5.66761 4.90991
S -2.60543 -7.16379 6.01321
C -0.84797 -7.31431 6.43845
N -0.24971 -8.16679 7.26707
N 1.07350 -7.84431 7.17395
C 1.24065 -6.85231 6.32337
O 0.00640 -6.43530 5.80897
H -1.88630 -3.05707 7.65618
H -1.47125 -1.71788 8.83534
H -3.07358 -1.68670 7.95493
H -0.32427 -0.75401 7.11651
H -1.89935 -0.21314 6.40672
H 1.08864 -2.48073 3.88088
H 0.41093 -0.81980 3.77653
H 1.37625 -1.26624 5.27616
H -4.93653 -2.32592 3.84846
H -4.21488 -1.63354 5.33004
H -3.71684 -3.80710 6.38422
H -5.36756 -3.84887 5.72202
H -4.25579 -5.04409 3.50288
H -4.75431 -5.91764 4.98887
H -2.06096 -4.87774 5.50535
H -1.95612 -5.83731 3.99046
H 2.20607 -6.39601 6.02234
O 2.92794 -1.07650 -2.16196
P 1.96726 -0.54354 -1.12752
O 1.07342 0.45660 -2.08859
C 0.30317 -0.10263 -3.14412
C -0.93030 -0.81447 -2.62061
O 2.95711 0.57408 -0.44160
C 4.37267 0.50510 -0.62158
C 4.80848 1.31813 -1.82596
O 0.91364 -0.21453 0.16743
C 0.14963 -1.26411 0.74629
C 0.86489 -2.60092 0.79734
H 0.91300 -0.77948 -3.74832
H -0.00273 0.72462 -3.78613
H -0.64857 -1.72309 -2.07647
H -1.58878 -1.10588 -3.44064
H -1.48597 -0.17338 -1.93307
H 4.70825 -0.52985 -0.69024
H 4.82969 0.92437 0.27863
H 4.21567 1.09326 -2.70975
H 5.85956 1.13265 -2.05512
H 4.67990 2.38537 -1.63098
H -0.80081 -1.35528 0.21181
H -0.09313 -0.95076 1.76564
H 1.09603 -2.96680 -0.20859
H 0.23804 -3.34876 1.28866
H 1.80705 -2.51586 1.34368
O 1.15683 3.80667 -6.63815
P 0.64840 5.02199 -5.90000
O 1.79357 6.11469 -6.37097
C 1.90037 6.46101 -7.74419
C 0.76278 7.36317 -8.18467
O 1.24683 4.65555 -4.41061
C 1.64359 3.32423 -4.09089
C 3.11566 3.10942 -4.39135
O -0.19826 6.26323 -5.11689
C -1.51599 6.60403 -5.54581
C -2.33996 5.41976 -6.00892
H 1.94360 5.56199 -8.36523
H 2.84788 6.98933 -7.86505
H -0.18427 6.81295 -8.19132
H 0.93605 7.74389 -9.19282
H 0.65148 8.20846 -7.50316
H 1.01679 2.59452 -4.60411
H 1.47219 3.18761 -3.01965
H 3.38518 3.45091 -5.39098
H 3.37656 2.05463 -4.30140
H 3.73364 3.67961 -3.69353
H -1.45588 7.36246 -6.33081
H -2.01355 7.07379 -4.69398
H -1.88903 4.94055 -6.88621
H -3.34544 5.74213 -6.28419
H -2.41402 4.66747 -5.22089
*
```

Calculated values
E, eV: -96190.3232
E_LUMO, eV: -5.3129
HOMO energy, eV: -10.9

[3]
C21H48Cl2InN4O5 | ωB97M-V/def2-TZVPD

```
! RIJCOSX wB97M-V def2-TZVPD def2/J DEFGRID3
* xyz -1 1
C -6.26424 -6.02561 -3.02158
C -5.21472 -4.96585 -2.67689
N -4.07432 -5.44632 -1.86525
C -2.89441 -4.58947 -2.18096
C -1.61970 -5.01160 -1.43902
In 0.01856 -3.51624 -1.63058
N -0.21295 -2.43624 -3.47170
C 0.06676 -1.96667 0.00602
Cl 0.45541 -0.29489 -0.49983
C -0.12288 -2.16019 1.29541
C -0.38023 -3.53602 1.86714
Cl -0.07199 -0.83655 2.49132
C -3.77792 -6.82183 -2.12245
C -3.13741 -7.24786 -3.44491
O -4.03445 -7.67119 -1.31665
H -5.89870 -6.82079 -3.66706
H -6.75245 -6.41961 -2.13195
H -7.05229 -5.51882 -3.58839
H -4.89821 -4.46463 -3.59966
H -5.72873 -4.21508 -2.07041
H -2.70175 -4.54632 -3.26030
H -3.14728 -3.58257 -1.84145
H -1.23603 -5.93954 -1.87413
H -1.91038 -5.26372 -0.41482
H 1.59702 -4.33609 -1.69985
H 0.73373 -2.31463 -3.82276
H -0.50678 -1.49006 -3.23820
H -1.15463 -4.01170 1.26988
H -0.77467 -3.45190 2.87928
H 0.54425 -4.11048 1.88381
H -2.17714 -6.74683 -3.57758
H -2.94419 -8.31543 -3.42897
H -3.76123 -6.98412 -4.30037
C 1.54321 4.03784 -0.94879
O 0.50087 3.36699 -1.63103
C -0.49013 2.80122 -0.77538
C -1.79732 3.56376 -0.87545
N -1.69295 4.89519 -0.28096
C -2.81272 5.78460 -0.57866
C -3.10277 6.13115 -2.03833
O -2.12452 6.94715 -2.65841
C -0.98799 6.25874 -3.15200
H 2.33543 4.23399 -1.67135
H 1.21000 4.99967 -0.53871
H 1.95489 3.42201 -0.14421
H -0.13946 2.73963 0.25846
H -0.66117 1.78295 -1.12562
H -2.57633 3.00232 -0.35146
H -2.06442 3.61063 -1.93836
H -0.84267 5.33329 -0.60856
H -2.61930 6.72281 -0.05110
H -3.71834 5.35438 -0.13747
H -4.02279 6.72300 -2.04909
H -3.30508 5.24371 -2.64890
H -1.23952 5.26199 -3.52084
H -0.20800 6.18610 -2.39062
H -0.58100 6.84159 -3.97946
C 7.23884 1.29241 4.12552
O 6.22775 0.31040 4.21692
C 5.38651 0.43460 5.35821
C 3.99406 0.90236 4.98020
N 3.99825 2.29361 4.53956
C 2.75093 2.73433 3.91160
C 2.27732 2.01828 2.64890
O 3.08082 2.24962 1.50405
C 4.23161 1.43518 1.39538
H 7.93754 0.97420 3.35265
H 6.83461 2.26896 3.83890
H 7.78501 1.38999 5.06901
H 5.83396 1.09008 6.11194
H 5.30297 -0.56508 5.79416
H 3.34178 0.81033 5.85384
H 3.62055 0.22515 4.20322
H 4.75030 2.42520 3.87691
H 2.88200 3.79113 3.66339
H 1.95415 2.68166 4.66081
H 1.29523 2.42980 2.39916
H 2.12137 0.94642 2.80187
H 4.06393 0.43364 1.79779
H 5.09210 1.89829 1.88885
H 4.47447 1.34359 0.33632
*
```

Calculated values
E, eV: -68969.0020
E_LUMO, eV: 2.4201
HOMO energy, eV: -5.1

[4]
C21H48F2N9O10 | ωB97M-V/def2-TZVPD

```
! RIJCOSX wB97M-V def2-TZVPD def2/J DEFGRID3
* xyz -2 2
C 4.48076 -0.75886 4.28226
C 4.48087 0.01033 2.94553
C 4.43178 -1.02295 1.77307
C 4.04728 -0.30993 0.42343
N 3.84146 -1.29124 -0.78878
C 5.10409 -1.96929 -1.33374
C 5.00413 -2.04351 -2.84676
C 3.76927 -1.20246 -3.26371
C 3.51698 -0.39420 -2.00545
C 2.74932 -2.40909 -0.41836
C 1.46782 -1.82693 -0.01123
C 0.46625 -2.90774 0.32316
H 5.27621 -1.49632 4.38952
H 3.52319 -1.26772 4.39282
H 4.56282 -0.03327 5.09151
H 5.40350 0.53758 2.70288
H 3.55160 0.55467 2.77746
H 3.73578 -1.78886 2.11521
H 5.36174 -1.58896 1.82693
H 4.86881 0.33565 0.11294
H 3.14034 0.29152 0.48530
H 5.20937 -2.97364 -0.92352
H 6.00968 -1.37314 -1.22135
H 4.80941 -3.11190 -2.94007
H 5.94413 -1.78893 -3.33633
H 2.91308 -1.83008 -3.51098
H 3.97469 -0.67508 -4.19526
H 2.49622 -0.01433 -1.96245
H 4.14398 0.49572 -1.95079
H 3.33301 -3.02757 0.26347
H 2.62721 -2.91621 -1.37544
H 0.98563 -1.19026 -0.75302
H 1.73016 -1.29352 0.90242
H -0.42934 -2.39213 0.66980
H 0.75989 -3.52194 1.17443
H 0.10748 -3.63501 -0.40516
O -2.14163 2.51167 2.35663
H -2.98166 2.20322 2.00906
H -1.34165 2.09868 2.02337
H -2.21543 2.48481 3.31341
O -2.96601 -0.35016 -0.49445
H -2.04167 -0.11257 -0.39070
H -3.12943 -1.23907 -0.17085
H -3.53987 0.29328 -0.07222
C 2.13190 3.18551 1.54745
C 2.79214 3.39824 0.36995
C 2.25133 2.85943 -0.94966
O 2.89506 3.02530 -2.08798
C 1.20907 2.00842 -1.03012
C 0.40540 1.67518 0.19455
C 0.88781 2.37830 1.60403
O 0.31314 1.93032 2.58907
O -0.65968 0.93602 0.17971
O 3.93835 3.99238 0.50378
H 2.51629 3.63620 2.45051
H 1.01150 1.53999 -1.98298
F -3.88268 -2.28889 1.01598
F -4.19715 1.27558 1.26510
C -0.95821 -1.28257 3.74356
O -1.21152 -2.13250 4.50620
N 0.22084 -0.86779 3.45249
N -1.79037 -0.63874 3.01589
H 0.43569 -0.02503 2.93896
H 0.95804 -1.23303 4.03834
H -2.63823 -1.14819 3.22004
H -1.49031 -0.23857 2.13843
C -6.28219 3.07924 -1.35808
O -5.46637 3.94297 -1.20987
N -6.33936 1.98933 -0.62817
N -7.23887 3.04736 -2.17087
H -6.24860 1.29219 -1.35334
H -5.64819 1.95565 0.10752
H -7.76038 2.18437 -2.22882
H -7.59720 3.94671 -2.45877
C -6.31021 -1.24694 -1.20688
O -6.96375 -0.71595 -2.13039
N -6.32848 -0.96241 0.09382
N -5.45877 -2.19243 -1.36428
H -5.65152 -1.44208 0.66979
H -6.84005 -0.14541 0.39529
H -5.33006 -2.40748 -2.34269
H -5.03469 -2.73917 -0.62853
C -1.15287 0.84057 -3.33019
O -0.19460 0.06099 -3.44689
N -1.47305 1.52121 -2.27213
N -1.85970 1.21592 -4.36317
H -1.95157 2.40560 -2.36684
H -0.85322 1.37809 -1.48763
H -1.70420 0.94439 -5.32348
H -2.49168 2.00145 -4.30269
*
```

Calculated values
E, eV: -61874.5877
Expectation value of S²: 0.78
E_LUMO (alpha / beta), eV: 3.5071 / 3.4907
HOMO energy (alpha / beta), eV: 1.2 / -0.6

[5]
C21H48N2O7P | ωB97M-V/def2-TZVPD

```
! RIJCOSX wB97M-V def2-TZVPD def2/J DEFGRID3
* xyz -1 1
O 0.02379 0.80758 -0.17330
H -0.15073 1.10277 0.72336
H 0.96717 0.66843 -0.28412
H -0.57944 0.13479 -0.49743
C 5.12133 -2.59717 0.05950
C 6.00962 -1.98297 -1.03660
C 6.03870 -3.03623 -2.22057
C 6.57974 -2.52101 -3.54177
C 5.82239 -1.23577 -4.01410
C 5.94037 -0.09854 -2.91293
N 5.50454 -0.63186 -1.52523
O 5.34653 0.31195 -0.48284
C 4.91866 1.04144 -3.36442
C 7.43725 0.55155 -2.96392
C 7.56802 -1.90437 -0.59054
H 4.07546 -2.55406 -0.24447
H 5.22392 -2.00007 0.96562
H 5.39896 -3.63987 0.21377
H 5.02382 -3.36163 -2.44911
H 6.47993 -3.93941 -1.79903
H 6.45022 -3.24664 -4.34476
H 7.63727 -2.34895 -3.34147
H 4.80070 -1.43952 -4.33461
H 6.26734 -0.84816 -4.93055
H 4.63885 1.67668 -2.52401
H 3.94831 0.65819 -3.68009
H 5.33529 1.60795 -4.19724
H 8.28842 -0.01400 -2.58475
H 7.50423 1.48414 -2.40366
H 7.72706 0.82428 -3.97867
H 8.31014 -1.95506 -1.38727
H 7.74012 -2.79337 0.01622
H 7.69426 -1.11049 0.14561
C -2.26674 6.06938 2.49257
C -3.05814 5.77401 3.66379
C -4.49646 6.10101 3.26671
C -5.55174 5.75942 4.34489
C -5.40659 4.28151 4.79299
C -3.93796 3.81536 5.14143
N -3.02512 4.32311 4.11510
O -1.64507 3.90847 4.32722
C -4.00986 2.27021 5.21973
C -3.53868 4.23989 6.53181
C -2.66104 6.75117 4.80866
H -1.20225 6.02424 2.72264
H -2.48820 7.07961 2.14835
H -2.42718 5.40501 1.64347
H -4.75158 5.32268 2.54753
H -4.76362 7.02141 2.74748
H -6.52383 6.03694 3.93729
H -5.49217 6.22618 5.32809
H -5.71130 3.69679 3.92503
H -6.15269 4.00365 5.53745
H -3.01924 1.88167 5.45597
H -4.37244 1.82726 4.29214
H -4.66679 1.95199 6.02923
H -3.32701 3.34875 7.12271
H -4.34971 4.67838 7.11324
H -2.62880 4.79663 6.75598
H -1.64869 6.57326 5.17144
H -3.19285 6.63704 5.75325
H -2.57514 7.82733 4.65834
C -2.04386 -7.39275 -4.24504
O -3.20629 -6.64125 -4.55029
P -3.87432 -5.68337 -3.39011
O -3.08720 -4.58525 -2.67364
O -5.34528 -5.17232 -3.99582
C -5.52010 -4.84130 -5.33032
O -4.28960 -6.84798 -2.27626
C -5.07124 -7.91131 -2.71937
H -2.30889 -8.43556 -4.41944
H -1.58142 -7.41731 -3.25830
H -1.25484 -7.20723 -4.97382
H -4.75835 -5.22162 -6.01092
H -5.57399 -3.78431 -5.59102
H -6.34039 -5.36553 -5.82063
H -5.52529 -7.75979 -3.69865
H -5.96056 -8.16738 -2.14349
H -4.45946 -8.80842 -2.81436
*
```

Calculated values
E, eV: -49148.1353
E_LUMO, eV: 0.3413
HOMO energy, eV: -2.2